{
  "formula": "C20H40O40S10",
  "method": "wB97M-V/def2-TZVPD",
  "elements": ["C", "C", "O", "S", "O", "O", "O", "H", "H", "H", "H", "C", "C", "O", "S", "O", "O", "O", "H", "H", "H", "H", "C", "C", "O", "S", "O", "O", "O", "H", "H", "H", "H", "C", "C", "O", "S", "O", "O", "O", "H", "H", "H", "H", "C", "C", "O", "S", "O", "O", "O", "H", "H", "H", "H", "C", "C", "O", "S", "O", "O", "O", "H", "H", "H", "H", "C", "C", "O", "S", "O", "O", "O", "H", "H", "H", "H", "C", "C", "O", "S", "O", "O", "O", "H", "H", "H", "H", "C", "C", "O", "S", "O", "O", "O", "H", "H", "H", "H", "C", "C", "O", "S", "O", "O", "O", "H", "H", "H", "H"],
  "xyz": [[0.076, -2.554, -4.551], [-0.413, -1.134, -4.702], [-0.736, -1.052, -6.153], [0.435, -1.766, -7.001], [1.606, -0.960, -7.040], [-0.083, -2.507, -8.037], [0.813, -2.849, -5.781], [-0.757, -3.300, -4.522], [0.646, -2.806, -3.650], [0.325, -0.349, -4.466], [-1.351, -0.973, -4.071], [4.682, 1.022, -2.200], [5.965, 1.718, -1.870], [6.082, 1.647, -0.446], [5.458, 0.196, 0.030], [4.524, 0.539, 1.039], [6.553, -0.665, 0.265], [4.663, -0.096, -1.331], [4.677, 0.628, -3.217], [3.875, 1.779, -1.913], [5.859, 2.713, -2.187], [6.752, 1.182, -2.420], [-6.532, -1.590, -2.367], [-5.447, -1.732, -1.196], [-4.542, -0.815, -1.722], [-4.323, -1.206, -3.293], [-3.529, -2.402, -3.363], [-4.072, 0.043, -3.974], [-5.860, -1.672, -3.607], [-6.923, -0.607, -2.254], [-7.267, -2.363, -2.401], [-5.027, -2.737, -1.062], [-5.854, -1.283, -0.330], [-1.979, 2.637, -3.221], [-0.749, 3.586, -2.959], [-0.786, 3.748, -1.460], [-2.270, 3.681, -1.045], [-2.936, 4.860, -1.523], [-2.345, 3.256, 0.336], [-2.657, 2.486, -1.981], [-1.706, 1.647, -3.635], [-2.706, 3.118, -3.964], [-0.951, 4.632, -3.243], [0.217, 3.185, -3.199], [3.409, -1.511, 3.250], [2.070, -1.068, 2.716], [1.504, -2.274, 2.191], [1.872, -3.445, 3.255], [1.674, -4.696, 2.589], [1.180, -3.113, 4.493], [3.362, -2.997, 3.429], [3.642, -1.215, 4.247], [4.250, -1.325, 2.528], [2.232, -0.428, 1.835], [1.341, -0.631, 3.423], [-2.381, -6.075, 3.141], [-1.882, -6.263, 1.746], [-2.891, -5.520, 0.953], [-3.515, -4.293, 1.667], [-4.911, -4.295, 1.418], [-2.824, -3.066, 1.442], [-3.070, -4.769, 3.068], [-1.658, -5.876, 3.942], [-3.140, -6.839, 3.360], [-2.009, -7.293, 1.445], [-0.847, -5.885, 1.628], [0.412, 3.727, 3.395], [0.172, 2.368, 2.722], [1.485, 2.092, 2.235], [2.631, 2.684, 3.090], [3.471, 3.440, 2.212], [3.208, 1.779, 4.030], [1.730, 3.653, 3.935], [-0.188, 4.036, 4.236], [0.454, 4.554, 2.690], [-0.493, 2.362, 1.843], [-0.135, 1.613, 3.474], [-1.008, -1.263, 5.870], [-1.872, -2.195, 4.917], [-2.991, -1.341, 4.517], [-2.432, 0.126, 4.362], [-3.328, 1.051, 4.942], [-1.893, 0.329, 3.047], [-1.217, 0.001, 5.403], [-0.002, -1.571, 5.878], [-1.331, -1.303, 6.863], [-2.387, -3.059, 5.327], [-1.353, -2.575, 4.029], [-0.985, -0.298, 0.255], [-1.400, -0.472, -1.205], [-0.271, -0.094, -2.072], [1.053, -0.126, -1.168], [1.290, 1.282, -1.010], [2.105, -1.003, -1.554], [0.393, -0.668, 0.133], [-1.431, -1.085, 0.854], [-1.039, 0.717, 0.677], [-2.232, 0.062, -1.662], [-1.541, -1.546, -1.353], [3.417, 5.345, -0.208], [2.474, 4.206, -0.493], [2.669, 3.997, -1.899], [2.921, 5.444, -2.623], [1.722, 5.918, -3.235], [4.092, 5.184, -3.404], [3.200, 6.193, -1.344], [4.427, 4.919, -0.172], [3.214, 5.856, 0.734], [1.426, 4.394, -0.240], [2.745, 3.258, -0.113]],
  "mulliken_charge": [0.02, 1.12, -0.37, 1.11, -0.54, -0.51, -0.45, 0.27, 0.24, 0.10, -0.88, 0.41, -0.65, -0.35, 0.99, -0.31, -0.65, -0.26, 0.43, -0.39, 0.45, 0.30, -0.48, -0.36, -0.24, 1.30, -0.62, -0.59, -0.32, 0.31, 0.38, 0.20, 0.35, 0.50, -0.39, -0.16, 1.05, -0.64, -0.57, -0.14, -0.46, 0.39, 0.33, 0.13, 0.08, 1.24, -0.27, 1.26, -0.60, -0.58, -0.46, 0.31, 0.00, -0.64, -0.34, -0.25, -0.17, -0.34, 0.86, -0.59, -0.25, -0.33, 0.29, 0.22, 0.31, 0.19, -0.59, 1.22, -0.12, 1.37, -0.60, -0.69, -0.44, 0.33, 0.30, -0.59, -0.32, -0.35, -0.19, -0.40, 1.22, -0.67, -0.33, -0.43, 0.34, 0.35, 0.46, -0.03, 1.63, 0.07, 0.16, 0.85, -0.20, -0.77, -0.46, -0.01, -0.84, -0.28, 0.08, -0.24, 0.70, -0.36, 1.15, -0.59, -0.58, -0.38, 0.34, 0.34, -0.23, -0.22],
  "spin_multiplicity": 1
}

***

{
  "formula": "C20H40O5",
  "method": "wB97M-V/def2-TZVPD",
  "elements": ["C", "C", "C", "O", "C", "H", "H", "H", "H", "H", "H", "H", "H", "C", "C", "C", "O", "C", "H", "H", "H", "H", "H", "H", "H", "H", "C", "C", "C", "O", "C", "H", "H", "H", "H", "H", "H", "H", "H", "C", "C", "C", "O", "C", "H", "H", "H", "H", "H", "H", "H", "H", "C", "C", "C", "O", "C", "H", "H", "H", "H", "H", "H", "H", "H"],
  "xyz": [[4.039, -10.724, -21.340], [3.372, -11.875, -20.629], [3.227, -11.525, -19.183], [4.470, -10.792, -19.019], [4.765, -10.077, -20.181], [3.379, -9.951, -21.734], [4.831, -11.027, -22.026], [3.903, -12.826, -20.676], [2.375, -12.109, -21.001], [3.184, -12.343, -18.464], [2.317, -10.939, -19.058], [5.847, -10.013, -20.298], [4.402, -9.056, -20.062], [3.762, -0.598, -21.569], [2.383, -0.273, -21.042], [1.776, -1.700, -20.887], [2.236, -2.314, -22.126], [3.560, -1.829, -22.409], [4.365, -0.908, -20.715], [4.267, 0.188, -22.130], [1.773, 0.197, -21.813], [2.396, 0.365, -20.159], [0.705, -1.675, -20.690], [2.155, -2.192, -19.991], [3.637, -1.487, -23.442], [4.407, -2.507, -22.313], [7.108, -4.155, -17.364], [5.951, -4.869, -17.932], [5.402, -5.310, -16.621], [6.511, -5.606, -15.646], [7.621, -5.165, -16.381], [6.812, -3.273, -16.797], [7.809, -3.808, -18.124], [6.281, -5.706, -18.547], [5.221, -4.256, -18.460], [4.771, -6.199, -16.590], [4.765, -4.540, -16.185], [8.176, -6.021, -16.763], [8.359, -4.884, -15.630], [2.744, -5.284, -20.417], [1.831, -6.518, -20.393], [2.038, -7.146, -21.766], [3.477, -6.958, -21.980], [4.007, -5.895, -21.182], [3.137, -4.955, -19.455], [2.366, -4.386, -20.907], [0.788, -6.244, -20.229], [2.100, -7.264, -19.646], [1.507, -6.554, -22.512], [1.672, -8.156, -21.948], [4.447, -5.076, -21.750], [4.715, -6.242, -20.429], [0.452, -10.367, -23.464], [0.694, -9.752, -24.901], [1.220, -10.951, -25.524], [0.527, -12.082, -25.101], [0.099, -11.882, -23.746], [-0.283, -9.858, -22.842], [1.411, -10.389, -22.946], [1.401, -8.931, -25.022], [-0.246, -9.426, -25.344], [2.240, -11.280, -25.329], [1.134, -11.063, -26.605], [0.724, -12.482, -23.085], [-0.983, -12.012, -23.756]],
  "mulliken_charge": [0.20, -0.22, -0.55, -0.44, -0.23, -0.42, 0.38, 0.29, 0.08, 0.33, 0.25, 0.33, -0.06, -0.60, -0.63, -0.35, -0.41, -0.24, 0.22, 0.35, 0.26, 0.36, 0.39, 0.20, 0.34, 0.16, -0.49, 0.07, -0.59, -0.41, -0.53, 0.25, 0.36, 0.12, 0.05, 0.32, 0.29, 0.24, 0.33, -0.11, -0.80, -0.09, -0.46, -0.15, 0.38, -0.06, 0.42, 0.26, 0.29, -0.02, 0.25, 0.05, 0.19, -0.41, -0.55, -0.41, -0.40, 0.53, -0.57, 0.29, 0.29, 0.26, 0.31, 0.22, 0.29],
  "spin_multiplicity": 1,
  "smiles": "C1CCOC1.C1CCOC1.C1CCOC1.C1CCOC1.C1CCOC1"
}

***

no.,Kohn-Sham gap (eV)
1,10.66
2,9.94